{"formula": "C5H8O2S", "method": "ωB97M-V with the def2-TZVPD basis set", "fmax_ev_per_a": 3.75, "e_tot_ev": -20242.838, "total_charge": 0, "relative_energy_ev": 2.0901, "homo_ev": -8.80, "smiles": "O=C(CO)C/C=C/S", "elements": ["C", "C", "C", "C", "C", "O", "O", "S", "H", "H", "H", "H", "H", "H", "H", "H"], "positions_angstrom": [[1.056971, -0.141665, 0.472972], [0.282247, -0.995565, 1.345396], [0.142023, 0.724419, -0.418345], [-0.888712, -1.437728, 1.052012], [0.609245, 1.231961, -1.716527], [-0.971636, 1.062773, -0.057445], [-0.165008, 2.176270, -2.317627], [-2.025494, -2.463450, 1.809287], [1.587596, -0.825988, -0.270490], [0.697760, -1.174533, 2.264929], [1.812191, 0.513677, 0.886913], [-1.169516, -1.141456, 0.039070], [0.817052, 0.427376, -2.386276], [1.505703, 1.784525, -1.713807], [-1.102731, 2.144961, -1.966498], [-2.187690, -1.885577, 2.976436]], "forces_ev_per_angstrom": [[0.324, -0.202, -3.728], [0.844, 0.556, 1.277], [-0.786, 0.810, 1.445], [-1.300, 0.036, -2.491], [0.721, 0.240, -0.621], [0.569, -0.039, -0.313], [-3.565, 1.062, -0.296], [-0.789, -1.295, 0.006], [-0.132, 0.875, 0.798], [0.977, -0.610, 2.344], [0.081, -0.007, 0.461], [-0.635, -0.520, 0.308], [-0.014, -1.230, -0.533], [2.028, -0.010, 1.045], [1.499, -0.143, -0.381], [0.179, 0.477, 0.678]]}